91
Properties=species:S:1:pos:R:3:forces:R:3 method="wB97M-V/def2-TZVPD" e_tot_ha=-6580.2757 de_lowest_kcal_mol=0.0 total_charge=-1 largest_force_ev_per_a=0.6 e_lumo_ev=1.99 multiplicity=1 homo_lumo_gap_ev=6.859
Sn 0.32655 -0.41823 0.53936 -0.55 -0.09 0.14
O -3.39413 5.38994 2.95771 0.02 -0.02 0.03
C -3.87131 4.24039 2.96214 -0.01 0.06 -0.07
O -5.05016 3.84923 2.88260 -0.01 -0.04 0.01
C -2.81649 3.10487 2.99957 0.04 -0.04 0.04
C -3.20105 1.77328 2.94523 0.00 0.01 -0.05
C -2.22832 0.79017 2.79160 0.01 -0.03 0.02
N -0.93384 1.09259 2.68057 -0.04 -0.03 0.19
C -0.54669 2.36186 2.81811 0.10 -0.04 -0.11
C -1.46008 3.39518 2.99033 -0.06 0.05 -0.07
C 0.92844 2.60406 2.71169 -0.03 -0.01 0.03
C 1.48061 3.87373 2.87601 0.01 -0.02 0.00
C 2.85510 4.02080 2.79902 0.00 0.02 0.02
C 3.64218 2.91002 2.54636 0.00 -0.01 -0.02
C 3.00650 1.69107 2.36697 0.00 0.01 -0.01
N 1.69058 1.53744 2.45661 0.01 0.03 -0.01
C -2.56697 -0.66904 2.71915 0.05 0.05 0.03
C -3.88566 -1.11317 2.76071 -0.01 -0.01 0.02
C -4.14144 -2.47155 2.68141 -0.02 0.01 0.01
C -3.08034 -3.35207 2.56878 0.00 0.01 -0.01
C -1.79996 -2.82322 2.53057 0.03 0.01 -0.03
N -1.54243 -1.52103 2.60135 -0.03 0.01 -0.04
H -4.26030 1.56417 2.98940 -0.01 0.02 -0.02
H -1.18287 4.43835 3.05117 0.00 -0.01 0.01
H 0.85134 4.73000 3.06897 0.00 0.00 0.01
H 3.30395 4.99715 2.93134 0.00 0.00 -0.01
H 4.71800 2.98310 2.46657 0.00 0.00 0.00
H 3.56869 0.79474 2.12543 0.01 0.00 0.00
H -4.70088 -0.40918 2.83976 -0.01 -0.01 0.01
H -5.16159 -2.83373 2.69853 0.00 0.00 0.00
H -3.22881 -4.41947 2.48506 0.00 -0.01 0.00
H -0.93982 -3.47340 2.41487 0.01 -0.01 0.00
Cl 2.28542 -2.03939 2.37640 0.18 -0.08 -0.01
C 3.34099 -2.92290 1.29694 -0.09 0.07 0.10
C 3.90926 -4.07753 1.80605 0.03 -0.02 -0.05
C 4.75325 -4.83414 1.01114 -0.01 0.02 0.01
C 5.01749 -4.41236 -0.28153 0.01 -0.01 0.01
C 4.43743 -3.25310 -0.76387 0.02 0.00 -0.04
Cl 4.83240 -2.80257 -2.39880 -0.01 0.00 0.01
C 3.56188 -2.44926 -0.00826 0.02 0.03 -0.09
S 2.84299 -1.01045 -0.68549 0.07 0.03 0.04
H 3.67981 -4.37380 2.81998 0.00 0.00 0.01
H 5.19985 -5.74147 1.39411 0.00 -0.01 0.00
H 5.67099 -4.97881 -0.93027 0.00 0.00 0.00
C -0.59813 -5.90704 -0.17891 0.01 0.02 0.00
C -1.81446 -5.38385 -0.60236 -0.01 -0.03 0.00
C -1.98593 -4.02421 -0.80013 -0.05 -0.01 0.01
C -0.93036 -3.11985 -0.57723 -0.01 -0.04 0.10
C 0.30022 -3.67077 -0.18758 0.04 0.02 0.00
C 0.46106 -5.02884 0.01822 0.00 -0.03 0.00
N -1.08842 -1.74809 -0.64706 0.20 0.18 -0.17
C -2.15843 -1.28455 -1.43273 -0.13 0.00 0.03
C -2.21139 -1.54752 -2.80636 0.03 0.00 -0.01
C -3.25207 -1.06997 -3.58479 0.01 -0.01 -0.01
C -4.26822 -0.31032 -3.01609 -0.01 0.01 0.01
C -4.23317 -0.05014 -1.65315 0.00 0.05 -0.04
C -3.19848 -0.54259 -0.87136 0.08 0.03 0.00
H -0.47408 -6.97138 -0.02715 0.00 0.00 0.00
H -2.65506 -6.04718 -0.77434 0.00 0.00 0.00
H -2.95281 -3.64580 -1.10648 0.00 -0.01 0.01
H 1.15574 -3.01780 -0.08903 -0.01 0.01 -0.01
H 1.43542 -5.40007 0.31732 0.00 0.00 0.00
H -1.41392 -2.13186 -3.25109 0.00 0.00 0.00
H -3.26684 -1.28523 -4.64683 0.00 0.00 0.00
H -5.07963 0.06630 -3.62618 0.00 0.00 0.00
H -5.02075 0.53212 -1.18828 -0.01 0.00 0.00
H -3.18427 -0.35454 0.19380 -0.01 0.01 0.03
Br 3.80211 5.74771 -3.19910 0.00 0.02 0.00
C 4.30087 3.93788 -3.44602 -0.02 0.03 -0.03
C 5.22044 3.65944 -4.44870 0.01 0.00 -0.01
C 5.62339 2.35440 -4.67457 -0.01 -0.01 0.00
C 5.10724 1.32749 -3.89751 0.01 0.03 -0.01
C 4.18787 1.60610 -2.90037 0.04 0.04 0.06
C 3.77550 2.91587 -2.66610 0.06 -0.08 -0.04
I 2.39443 3.23429 -1.14338 -0.03 0.01 0.06
H 5.61428 4.47067 -5.04496 0.00 0.01 0.00
H 6.34200 2.14455 -5.45601 0.00 0.00 0.00
H 5.41951 0.30359 -4.05446 -0.01 -0.01 0.00
H 3.80737 0.80327 -2.28229 -0.03 -0.04 -0.01
C -3.25973 3.99220 -1.19103 -0.03 0.01 0.00
N -2.24805 2.95724 -1.33212 0.06 0.00 0.02
C -1.67733 2.48745 -2.49177 -0.06 -0.02 0.01
C -0.77669 1.54190 -2.11329 -0.05 0.01 -0.02
N -0.78419 1.43066 -0.74273 0.23 -0.15 -0.25
C -1.67743 2.29620 -0.31472 -0.08 -0.04 0.08
H -3.77197 4.11034 -2.14290 -0.01 -0.01 0.01
H -2.80711 4.93876 -0.90019 0.00 0.00 -0.01
H -3.98152 3.69990 -0.42965 0.02 0.02 0.01
H -1.97494 2.85128 -3.45879 0.01 0.00 -0.01
H -0.14508 0.92712 -2.73152 0.03 -0.01 0.01
H -1.96758 2.46260 0.70660 0.00 0.01 0.08



90
Properties=species:S:1:pos:R:3:forces:R:3 method="wB97M-V/def2-TZVPD" e_tot_ha=-4982.6059 de_lowest_kcal_mol=0.0 total_charge=-2 largest_force_ev_per_a=3.3 e_lumo_ev=3.71 multiplicity=1 homo_lumo_gap_ev=5.377
Be -0.87554 -0.20048 1.71776 0.74 0.35 -0.24
O 0.98875 1.65790 2.73017 0.12 2.02 0.69
C 0.71305 0.56777 2.31929 -0.83 -2.34 -0.72
C 1.92485 -0.39893 2.21484 0.88 -0.06 -0.79
C 3.22465 0.15717 2.39278 -2.44 0.26 1.39
C 4.26787 -0.66705 2.40192 2.06 -2.48 -0.59
C 4.17555 -2.03045 2.02075 -1.56 0.49 0.90
C 2.92974 -2.60623 1.83257 -0.29 1.81 -0.33
C 1.79414 -1.76858 1.89461 -0.36 1.10 0.07
P 0.02552 -2.21457 1.63360 0.41 0.34 -0.21
C -0.12331 -3.43620 0.27566 1.34 0.16 0.59
C -1.06217 -4.43520 0.45009 -0.87 -0.49 -1.34
C -1.15922 -5.42360 -0.53519 1.03 0.96 0.02
C -0.27292 -5.44811 -1.63975 -1.64 -0.68 1.24
C 0.68254 -4.49104 -1.77801 1.08 1.80 0.68
C 0.77247 -3.46668 -0.79503 0.08 0.20 -0.38
C -0.40065 -3.12105 3.13427 -0.83 -0.58 -0.11
C 0.36988 -4.07509 3.78016 1.73 -0.84 -0.41
C -0.09796 -4.77813 4.88040 0.69 0.25 0.17
C -1.32758 -4.44433 5.43136 0.63 -0.76 1.11
C -2.06967 -3.47843 4.83856 -0.93 0.69 -1.49
C -1.68377 -2.90655 3.61811 -0.16 0.82 0.41
H 3.31071 1.13567 2.85320 -0.18 0.22 -0.55
H 5.24172 -0.39365 2.76175 0.37 0.61 -0.10
H 5.02527 -2.64883 2.10494 0.97 -0.57 -0.21
H 2.76918 -3.61830 1.58335 0.18 -1.11 -0.24
H -1.82917 -4.31670 1.20955 0.19 -0.40 0.11
H -1.91313 -6.16823 -0.47387 -0.61 -0.50 0.07
H -0.47621 -6.24226 -2.33535 0.42 -0.06 -0.50
H 1.39171 -4.43965 -2.60068 -0.25 -0.21 -0.04
H 1.51515 -2.64090 -0.88637 -0.54 -0.86 -0.07
H 1.39925 -4.31804 3.39168 -1.19 0.35 0.46
H 0.56854 -5.48147 5.38217 -0.29 0.02 -0.23
H -1.65944 -4.90503 6.37100 0.13 0.15 -0.46
H -3.01031 -3.17400 5.23708 -0.59 0.04 0.33
H -2.34739 -2.19913 3.08008 0.39 -0.42 0.51
F -3.76427 -4.88070 -3.35779 0.41 -0.51 -0.35
C -2.69082 -4.07086 -3.53246 -1.86 0.75 1.93
C -1.75303 -4.40503 -4.43785 1.13 -1.21 -1.42
F -1.91334 -5.60296 -5.07901 0.00 0.38 0.26
C -0.61910 -3.63982 -4.73997 -0.44 -0.10 -0.79
C -0.66990 -2.42595 -4.07278 0.02 0.09 0.30
C -1.59763 -2.09024 -3.07897 -0.26 -0.76 -0.09
F -1.39128 -0.88225 -2.53237 -0.32 0.20 0.41
C -2.67607 -2.93664 -2.68755 1.87 0.59 -1.56
C -3.61934 -2.66834 -1.60565 0.63 0.01 0.76
C -3.22703 -1.84050 -0.55895 0.00 0.45 -0.24
N -2.68900 -1.06099 0.14387 0.01 -0.28 -0.02
C -4.76047 -3.48023 -1.41522 0.62 0.93 -0.44
N -5.73158 -4.08489 -1.35614 -1.15 -0.78 0.45
F 0.23530 -1.49147 -4.40827 0.10 0.23 0.24
C 0.41017 -3.98785 -5.74898 -1.33 -1.04 -0.52
C 1.72167 -3.59541 -5.52407 0.13 0.32 0.61
N 2.75506 -3.22105 -5.15796 0.57 0.02 -0.18
C 0.19608 -4.90564 -6.84094 0.24 -0.65 -0.96
N 0.15504 -5.62774 -7.77607 -0.09 1.49 1.95
C 1.03224 4.25587 0.28510 -0.36 0.11 -0.46
C 0.80139 5.76710 0.05366 -0.70 0.01 0.72
As 1.84126 6.95487 1.21789 0.32 -0.50 1.02
C 3.73748 6.52905 0.71901 -0.21 1.54 -0.31
C 4.29387 5.51964 1.68540 0.58 0.80 0.86
C 1.52621 8.63438 0.30819 1.04 0.78 -1.15
C 1.33986 8.58098 -1.22359 -0.72 -3.07 0.17
H 0.16946 3.63772 -0.10702 1.01 0.69 0.42
H 1.20946 3.97308 1.34652 -0.25 0.31 -0.66
H 1.92914 4.03811 -0.28778 0.15 -0.64 0.02
H -0.21646 6.01159 0.36407 -0.17 0.05 0.03
H 0.86324 6.13241 -0.97207 0.24 -0.63 -0.08
H 4.35386 7.51504 0.71464 -1.00 -1.71 -0.26
H 3.69179 6.04117 -0.24295 0.23 0.38 -0.71
H 4.45125 6.04817 2.64378 -0.16 -0.61 -0.09
H 5.27960 5.18831 1.34859 -0.12 -0.28 0.04
H 3.61012 4.68307 1.81516 0.17 -0.13 0.11
H 2.36445 9.32067 0.55936 -0.19 -0.55 -0.13
H 0.67944 9.14924 0.72463 -0.60 -0.06 0.37
H 1.92018 7.77649 -1.77370 -0.14 0.88 0.94
H 1.61834 9.48529 -1.65585 0.02 1.70 -0.94
H 0.28807 8.25470 -1.45759 0.83 0.85 0.10
C -2.20301 0.06948 0.78419 0.11 -1.05 -0.44
C -2.69842 1.29528 0.18146 0.25 -0.86 1.52
C -3.51245 1.33720 -0.92056 -0.71 -0.60 -0.96
C -3.97657 2.55539 -1.38512 0.04 0.52 -0.10
C -3.64690 3.72604 -0.71784 -0.04 1.08 -0.42
C -2.79979 3.66090 0.38947 -0.78 2.56 0.40
C -2.38893 2.47779 0.85023 1.17 -1.12 0.81
H -3.80736 0.38247 -1.38321 0.17 0.73 -0.04
H -4.55389 2.60860 -2.29529 -0.28 -0.06 -0.04
H -4.00595 4.72811 -1.02633 0.14 -0.84 -0.06
H -2.55968 4.58452 0.97659 -0.20 -0.77 -0.71
H -1.78381 2.39420 1.75064 0.01 0.12 -0.07